[1]
This record from the Open Molecules 2025 dataset describes a 2-piece molecular cluster, C6H7F3 overall in a non-equilibrium geometry. The level of theory is the ωB97M-V functional and the def2-TZVPD basis.

```
16
Properties=species:S:1:pos:R:3:forces:R:3:nbo_charge:R:1
C 0.4312 -2.5988 0.0225 -1.5355 0.1577 0.5296 -0.1934
C 0.4000 -1.3692 0.0136 1.0534 -0.9710 -0.0525 -0.1058
C 1.1299 0.6659 1.2800 1.9932 0.0906 -2.5879 -0.6386
C 0.8611 0.7023 -1.2743 -0.6335 -1.8514 -3.8924 -0.6711
C 0.7316 -0.0338 -0.0030 -0.3928 0.8098 0.5905 0.0397
C -2.1010 0.2933 0.0877 -1.5888 -0.3994 1.7385 0.9570
F -2.7007 -0.6779 0.9051 1.2821 1.0726 -1.7457 -0.3536
F -2.2627 0.0671 -1.1956 -0.0805 -0.5447 0.1259 -0.3184
F -2.7503 1.4283 0.3949 0.7766 -0.1880 -0.1439 -0.3355
H -0.1388 -3.5015 0.2398 0.7645 0.2723 -0.3681 0.2361
H 2.1165 0.2800 1.5255 0.1232 -0.3729 0.5125 0.2263
H 1.3564 1.7093 1.0658 -0.5514 0.1785 0.1572 0.2147
H 0.4581 0.5254 2.0463 -1.3675 -0.2451 1.7877 0.2313
H 1.7681 0.3879 -2.0798 -2.0097 0.8890 2.6036 0.2389
H 0.7733 1.7701 -1.1217 0.3652 0.1680 -0.2007 0.2241
H -0.0726 0.3518 -1.9068 1.8015 0.9341 0.9457 0.2482
```
Positions in Å, forces in eV/Å.

**Energy relative to the best compared isomer or geometry (same formula, charge and spin)**: 97.98 kcal/mol
**LUMO level (alpha / beta)**: -1.00 / -0.69 eV
**Strongest force on any atom**: 4.36 eV/A
**Kohn-Sham gap (alpha / beta)**: 6.9 / 9.3 eV
**HOMO energy (alpha / beta)**: -7.94 / -9.97 eV
**Multiplicity**: 1
**DFT total energy**: -532.21084 a.u.

[2]
This record from the Open Molecules 2025 dataset describes C6H7F4P in the gas phase in a non-equilibrium geometry. The level of theory is the ωB97M-V functional and the def2-TZVPD basis.

```
18
Properties=species:S:1:pos:R:3:forces:R:3:nbo_charge:R:1
C 1.0513 0.0122 0.8870 -0.3261 -0.6156 -1.3892 -0.6496
C -0.3431 -0.2820 0.4493 -0.8053 0.6893 1.8889 -0.0182
C -0.8828 -1.4509 0.1830 0.3695 -2.1641 0.0370 -0.2181
C -2.2704 -1.3443 -0.3984 1.1273 2.0392 -2.2282 0.1474
F -3.2300 -2.1971 -0.0860 -0.9637 -1.5725 1.1322 -0.3167
C -2.6656 0.1185 0.0234 1.5975 -0.4478 -2.6800 0.6075
F -3.2687 0.7924 -1.0121 -0.5513 -0.3202 0.0805 -0.3413
F -3.4234 0.1156 1.0559 -1.8438 -0.0979 1.7509 -0.2739
C -1.3501 0.7800 0.2806 1.1983 2.9087 2.2281 0.0898
F -1.5263 1.5235 1.6788 0.6567 -1.3433 -2.6138 -0.4259
P -0.7951 2.3440 -0.7040 -3.3969 -0.4653 -1.8124 0.3494
H 1.4549 -0.0668 -0.1118 1.3211 0.5884 -0.2836 0.2337
H 1.5499 -0.7835 1.4357 -0.3403 0.1427 0.3926 0.2382
H 1.1794 1.0125 1.2724 0.1114 -0.0672 0.2879 0.2386
H -0.2476 -2.3632 0.2846 -1.0292 0.4977 -0.3154 0.2255
H -2.2155 -1.3562 -1.5288 0.0962 0.1030 0.9803 0.1719
H -0.0957 1.8691 -1.8834 0.0014 -0.3019 0.9920 -0.0171
H 0.1338 2.4775 0.1920 2.7773 0.4265 1.5521 -0.0413
```
Positions in Å, forces in eV/Å.

**Energy relative to the best compared isomer or geometry (same formula, charge and spin)**: 4.76 kcal/mol
**LUMO level**: 0.56 eV
**Strongest force on any atom**: 3.88 eV/A
**Kohn-Sham gap**: 10.2 eV
**HOMO energy**: -9.67 eV
**Multiplicity**: 1
**SMILES**: CC1=C[C@@H](F)C(F)(F)[C@]1(F)P
**DFT total energy**: -973.55646 a.u.

[3]
This record from the Open Molecules 2025 dataset describes C6H7FNO5 as an isolated structure in a non-equilibrium geometry. The level of theory is the ωB97M-V functional and the def2-TZVPD basis.

```
20
Properties=species:S:1:pos:R:3:forces:R:3:nbo_charge:R:1
C 1.4024 0.0636 0.6395 -0.7707 1.5431 -1.5209 0.4247
C 0.6882 0.5576 -1.1399 1.9965 -3.7547 3.9641 0.3740
C 1.0909 -1.3023 0.9296 0.7446 2.4988 -0.8137 -0.0851
C 0.1574 -2.0316 0.1151 -0.9156 3.1048 -0.5637 0.2544
C -0.9155 -0.9179 -0.2968 0.4484 0.3206 1.8249 -0.0413
C -1.1367 0.2163 0.7926 1.4115 -1.1944 -2.5251 0.4493
N 0.0871 -3.1930 -0.3910 1.4089 -1.3281 0.0378 -0.6989
O -1.8975 4.0228 -1.2807 2.2336 -2.5885 -1.2792 -0.9340
O 1.8759 -1.8840 1.8762 0.8073 -1.3428 1.0752 -0.7118
O -0.4794 -0.0984 -1.3562 -0.8768 -0.5540 -1.7999 -0.5449
O 2.0448 0.9665 1.2471 -0.9964 -2.3222 -1.0952 -0.7093
O -1.7972 0.1756 1.7561 -1.7111 -0.1627 2.4472 -0.5561
F 1.6710 0.0384 -1.9633 -0.2379 0.6349 -0.3347 -0.3768
H -1.3639 3.1462 -1.4282 -1.1610 2.5415 -0.0348 0.4718
H -1.9315 -1.2565 -0.4606 0.0283 -0.5949 -0.7015 0.2040
H -0.6814 1.1265 0.3752 -0.2213 0.5957 0.5557 0.0863
H 0.5440 1.5832 -1.2230 0.4229 2.0265 -0.6099 0.1188
H 1.0238 -3.6788 -0.2480 -1.5475 0.5109 0.2552 0.3312
H 2.0010 -1.2527 2.5946 0.0067 0.0710 -0.2008 0.4814
H -2.3836 3.7184 -0.5382 -1.0706 -0.0055 1.3195 0.4625
```
Positions in Å, forces in eV/Å.

**Net charge**: -1
**LUMO level**: 3.20 eV
**Strongest force on any atom**: 5.81 eV/A
**Kohn-Sham gap**: 6.6 eV
**HOMO energy**: -3.39 eV
**Multiplicity**: 1
**DFT total energy**: -763.57956 a.u.